(1)
This record from OMol25 describes a structure of composition C14H36AuClGeN2SSb. The level of theory is ωB97M-V/def2-TZVPD.

XYZ file:
```
57
Properties=species:S:1:pos:R:3:forces:R:3:mulliken_charge:R:1
Au 0.048 0.121 -0.107 -0.5 -0.1 0.1 0.68
N 0.660 3.721 0.238 0.0 0.0 0.0 -0.35
C 0.411 3.030 1.339 0.1 0.1 0.0 0.71
N 1.157 3.236 2.421 -0.1 0.0 0.0 -0.38
S -0.888 1.893 1.404 0.5 -0.1 0.0 -0.40
H 1.438 4.358 0.168 0.0 0.0 0.0 0.20
H 0.173 3.466 -0.611 0.0 0.0 0.0 0.14
H 1.891 3.925 2.453 0.0 0.0 0.0 0.20
H 0.931 2.731 3.261 0.0 0.0 0.0 0.23
C 0.030 -2.815 -4.191 0.0 -0.1 0.0 -1.36
C -1.174 -1.917 -3.938 0.5 0.4 -0.1 0.35
C -1.193 -0.704 -4.858 -0.1 0.0 -0.1 -1.35
Sb -1.264 -1.342 -1.868 -0.3 -0.6 1.2 0.07
C -3.195 -0.441 -1.554 0.0 0.1 -0.3 0.46
C -3.303 1.017 -1.984 0.0 0.0 0.1 -1.23
C -4.244 -1.302 -2.262 0.0 0.0 0.0 -1.53
C -1.600 -3.278 -0.935 0.0 0.1 -0.3 0.38
C -2.586 -3.181 0.223 0.1 -0.1 0.1 -1.47
C -0.275 -3.910 -0.527 0.0 -0.2 -0.1 -0.83
H 0.006 -3.163 -5.226 0.0 0.0 0.0 0.42
H 0.039 -3.696 -3.549 0.0 0.0 0.0 0.32
H 0.965 -2.271 -4.049 0.0 0.0 0.0 0.33
H -2.107 -2.483 -4.007 0.0 0.0 0.0 0.39
H -0.322 -0.069 -4.692 0.0 0.0 0.0 0.29
H -2.088 -0.095 -4.727 0.0 0.0 0.0 0.28
H -1.167 -1.038 -5.898 0.0 0.0 0.0 0.44
H -3.306 -0.503 -0.469 0.0 -0.1 0.0 0.39
H -3.220 1.124 -3.066 0.0 0.0 0.0 0.24
H -2.541 1.641 -1.523 0.0 0.0 0.0 0.27
H -4.280 1.404 -1.685 0.0 0.0 0.0 0.44
H -4.157 -1.206 -3.346 0.0 0.0 0.0 0.32
H -5.244 -0.960 -1.986 0.0 0.0 0.0 0.47
H -4.184 -2.361 -2.009 0.0 0.0 0.0 0.36
H -2.034 -3.875 -1.745 -0.1 0.0 0.0 0.52
H -2.207 -2.543 1.024 0.0 0.0 0.0 0.20
H -2.749 -4.174 0.650 0.0 0.0 0.0 0.48
H -3.558 -2.795 -0.077 0.0 0.0 0.0 0.35
H 0.192 -3.366 0.288 0.0 0.0 0.0 -0.25
H 0.443 -3.941 -1.347 0.0 0.0 0.0 0.23
H -0.439 -4.938 -0.192 0.0 0.0 0.0 0.47
Cl 0.160 1.431 -2.053 0.0 0.6 -0.6 -0.62
C 3.281 0.158 1.866 0.0 0.0 0.0 -1.12
Ge 2.340 -1.499 1.424 -0.1 0.0 0.0 0.47
C 2.687 -2.886 2.752 0.0 0.0 0.0 -1.22
C 2.884 -2.136 -0.344 0.0 0.1 0.0 -1.03
C 0.391 -1.098 1.507 -0.1 -0.1 -0.1 -1.12
H 4.355 -0.014 1.937 0.0 0.0 0.0 0.40
H 2.936 0.539 2.829 0.0 0.0 0.0 0.29
H 3.109 0.924 1.106 0.0 0.0 0.0 0.32
H 3.757 -3.095 2.798 0.0 0.0 0.0 0.39
H 2.170 -3.809 2.485 0.0 0.0 0.0 0.40
H 2.356 -2.575 3.742 0.0 0.0 0.0 0.38
H 3.970 -2.226 -0.385 0.0 0.0 0.0 0.46
H 2.570 -1.454 -1.136 0.0 0.0 0.0 0.29
H 2.458 -3.117 -0.546 0.0 0.0 0.0 0.26
H 0.161 -0.532 2.409 0.0 0.0 0.0 0.69
H -0.214 -1.998 1.515 0.0 0.0 0.1 0.26
```
Forces are in eV/Å.

Computed properties:
Energy relative to the best compared isomer or geometry (same formula, charge and spin) in kcal/mol: 0.0
Charge: +1
Total energy in eV: -108180.5779
Lowest unoccupied orbital energy in eV: -4.50
Frontier orbital gap in eV: 6.83

---

(2)
This record from OMol25 describes a structure of composition C14H36F2N5O10S2Tl. The level of theory is ωB97M-V/def2-TZVPD.

XYZ file:
```
70
Properties=species:S:1:pos:R:3:forces:R:3:mulliken_charge:R:1
Tl -2.327 -0.971 2.571 0.0 -0.1 -0.1 1.11
N -1.078 0.514 0.528 -0.1 1.4 -1.1 0.03
S 0.478 0.538 0.128 3.2 -2.8 1.0 0.82
O 1.216 1.650 0.599 -0.3 0.3 -0.1 -0.52
O 0.746 0.012 -1.172 -0.8 0.3 0.2 -0.57
F 0.885 -0.650 1.123 -0.3 0.6 -0.7 -0.04
S -1.557 1.991 -0.064 -2.8 1.1 0.9 0.80
O -1.364 2.172 -1.451 0.4 -0.7 -0.4 -0.46
O -1.277 3.051 0.823 0.7 0.2 0.5 -0.58
F -3.075 1.756 0.167 -0.1 -0.4 -0.3 -0.06
C 3.407 2.578 -3.691 0.1 -0.1 0.3 -1.25
C 2.486 3.774 -3.637 0.7 -0.1 -0.2 0.33
C 1.328 3.564 -2.625 -0.3 0.7 0.0 -0.72
O 3.272 4.863 -3.223 -0.2 0.2 0.0 -0.47
H 4.309 2.821 -4.248 -0.1 0.0 -0.2 0.38
H 2.889 1.735 -4.146 0.1 -0.1 0.1 0.36
H 3.742 2.323 -2.682 -0.1 -0.2 0.0 0.28
H 2.079 3.955 -4.641 -0.2 0.2 0.2 0.31
H 1.720 3.222 -1.669 0.0 -0.3 -0.1 0.08
H 0.581 2.910 -3.071 0.1 -0.2 0.2 0.32
H 0.869 4.536 -2.429 -0.1 -0.1 -0.1 0.36
H 2.876 5.694 -3.523 0.1 -0.1 0.1 0.38
C 4.683 -2.568 -2.355 -0.2 0.4 0.0 -1.20
C 4.084 -3.154 -1.075 -0.8 -0.1 -0.5 0.39
C 3.159 -2.175 -0.387 0.0 0.4 0.6 -0.99
O 3.313 -4.287 -1.459 0.1 -0.6 0.4 -0.52
H 3.938 -1.911 -2.816 0.1 0.0 0.0 0.22
H 4.864 -3.360 -3.075 0.4 -0.1 0.1 0.37
H 5.578 -1.981 -2.154 0.1 -0.1 -0.1 0.36
H 4.840 -3.513 -0.379 0.1 -0.1 -0.2 0.35
H 2.306 -1.924 -1.022 0.2 0.1 -0.2 0.24
H 3.692 -1.259 -0.116 -0.1 0.0 -0.2 0.39
H 2.723 -2.570 0.535 0.2 -0.2 0.0 0.18
H 2.484 -4.004 -1.861 0.1 0.1 -0.1 0.33
O 0.054 -2.161 3.384 -0.4 0.2 0.2 -0.48
C 0.895 -3.059 3.298 0.3 -0.1 -0.5 0.61
N 0.672 -4.148 2.550 -0.3 -0.1 -0.3 -0.30
C 2.241 -2.930 3.968 0.2 -0.1 -0.9 -0.92
H -0.207 -4.232 2.065 -0.1 0.1 0.1 0.18
H 1.352 -4.844 2.294 0.3 0.1 0.4 0.21
H 2.249 -3.443 4.925 0.0 0.0 0.1 0.36
H 2.523 -1.886 4.053 -0.3 0.1 0.3 0.13
H 2.971 -3.364 3.278 0.1 -0.3 0.3 0.37
O -5.158 0.064 1.622 -0.3 0.4 -0.5 -0.48
C -6.200 0.400 1.034 0.4 -0.4 0.5 0.64
N -7.402 -0.057 1.417 0.4 0.0 -0.1 -0.39
C -6.188 1.379 -0.108 -0.3 0.9 0.0 -0.89
H -7.450 -0.698 2.190 -0.1 0.0 0.0 0.23
H -8.223 0.161 0.884 -0.2 0.0 0.1 0.21
H -7.176 1.663 -0.479 -0.1 -0.5 0.1 0.43
H -5.580 1.061 -0.949 0.2 -0.1 0.1 0.15
H -5.799 2.330 0.268 0.3 -0.2 0.0 0.26
O -0.155 0.718 3.611 -0.1 0.6 -0.9 -0.40
C 0.636 1.668 3.713 0.4 0.0 0.7 0.63
N 0.345 2.943 3.423 -0.3 -1.0 0.1 -0.19
C 2.043 1.399 4.216 -0.6 -0.8 0.9 -1.06
H 0.894 3.664 3.856 0.1 0.2 -0.4 0.23
H -0.521 3.142 2.944 0.0 0.3 0.1 0.22
H 2.693 1.215 3.365 0.2 0.5 0.0 0.26
H 2.026 0.481 4.810 -0.2 0.0 -0.3 0.22
H 2.349 2.148 4.946 0.3 0.4 -0.6 0.47
O -3.286 -1.550 -0.206 -0.1 0.5 -0.4 -0.38
C -3.326 -1.426 -1.440 0.7 0.0 -0.1 0.69
N -2.207 -1.194 -2.170 -0.6 0.0 0.7 -0.18
C -4.632 -1.575 -2.199 0.7 -0.3 -0.4 -1.19
H -1.367 -0.917 -1.683 0.1 -0.3 -0.1 0.07
H -2.169 -1.392 -3.153 -0.1 0.3 -0.2 0.21
H -5.463 -1.246 -1.589 -0.1 -0.4 0.2 0.23
H -4.666 -2.626 -2.505 -0.5 0.0 0.3 0.38
H -4.636 -1.015 -3.134 0.2 0.2 0.1 0.42
```
Forces are in eV/Å.

Computed properties:
Charge: +2
Total energy in eV: -74806.9901
Lowest unoccupied orbital energy in eV: -12.40
Frontier orbital gap in eV: 1.93

---

(3)
This record from OMol25 describes a structure of composition C14H36MgN2O2. The level of theory is ωB97M-V/def2-TZVPD.

XYZ file:
```
55
Properties=species:S:1:pos:R:3:forces:R:3:mulliken_charge:R:1
Mg -0.906 -14.290 1.649 0.5 -1.0 -0.5 1.46
O -0.747 -13.122 3.082 0.5 0.8 1.2 -0.64
H -0.228 -12.715 3.813 -0.9 -0.7 -1.2 0.05
C -0.742 -18.513 0.558 -1.4 0.8 0.5 -1.44
C 0.074 -17.251 0.936 -0.1 -0.8 1.2 -0.23
O -0.734 -16.183 1.253 0.0 0.9 -0.6 -0.60
H -1.497 -18.805 1.345 0.8 0.5 -0.6 0.26
H -0.072 -19.330 0.456 0.6 -0.9 -0.3 0.48
H -1.318 -18.389 -0.385 0.4 0.1 0.4 0.28
H 0.817 -17.124 0.067 -0.6 0.3 1.1 0.02
H 0.622 -17.525 1.914 0.0 0.1 -1.5 0.24
C -4.257 -15.104 -1.095 -0.9 -2.0 0.0 -1.62
C -2.957 -14.636 -0.535 1.0 0.7 2.1 -0.09
N -3.029 -14.238 0.960 0.2 -1.3 -0.9 0.74
C -3.679 -15.293 1.789 0.4 0.0 1.3 -1.02
C -3.221 -15.146 3.309 1.1 -1.2 -2.0 -0.73
C -3.722 -13.005 1.188 -1.0 1.4 -1.5 -0.74
C -3.099 -11.827 0.418 -2.0 -1.2 -1.2 -1.29
H -4.996 -14.423 -1.435 -0.5 1.4 0.2 0.37
H -4.770 -15.775 -0.330 0.7 0.7 -1.2 0.26
H -4.122 -15.683 -2.022 0.4 -0.2 0.5 0.42
H -2.234 -15.474 -0.475 -0.3 0.4 -0.4 0.10
H -2.472 -13.738 -0.990 -0.6 -1.0 -0.2 0.14
H -4.787 -15.193 1.733 0.6 -0.3 -0.1 0.49
H -3.325 -16.285 1.454 -0.3 0.6 0.0 0.42
H -3.170 -16.162 3.723 0.0 0.3 0.0 0.36
H -2.183 -14.723 3.311 -1.2 -0.3 0.7 0.12
H -3.870 -14.576 3.918 -0.6 0.8 0.5 0.44
H -3.664 -12.760 2.216 0.2 0.1 1.2 0.47
H -4.818 -13.070 0.972 0.6 -0.2 -0.1 0.41
H -3.679 -10.953 0.527 -0.6 1.2 1.0 0.53
H -3.176 -11.889 -0.683 0.5 -0.6 0.4 0.31
H -2.134 -11.698 0.774 1.8 0.5 0.3 0.07
C 0.528 -14.188 -1.844 -1.5 1.0 -1.1 -1.00
C 1.480 -14.076 -0.702 -2.1 0.8 2.0 -1.14
N 0.850 -13.425 0.540 0.5 -1.1 -0.1 0.91
C 1.819 -13.392 1.687 -0.4 -1.2 -1.0 -1.03
C 2.112 -14.751 2.269 1.8 -0.6 -0.2 -1.51
C 0.372 -12.088 0.212 0.7 0.3 0.4 -0.69
C 1.414 -11.040 -0.053 1.1 -0.8 -1.4 -1.67
H -0.530 -14.140 -1.538 0.4 -0.6 0.3 0.00
H 0.672 -15.121 -2.385 0.0 0.2 -0.2 0.35
H 0.540 -13.301 -2.537 0.6 -0.9 0.4 0.27
H 1.894 -15.011 -0.456 0.3 -1.2 0.6 0.58
H 2.243 -13.429 -0.927 2.3 1.3 -0.9 0.75
H 2.763 -12.970 1.401 0.6 0.4 -0.4 0.55
H 1.419 -12.833 2.499 -0.5 0.8 0.2 0.53
H 2.654 -15.463 1.615 -0.8 0.3 -0.2 0.30
H 2.899 -14.562 2.989 0.1 0.1 0.6 0.50
H 1.334 -15.260 2.802 -0.7 -0.1 0.0 0.25
H -0.190 -11.774 1.050 -0.9 0.3 0.9 0.55
H -0.232 -12.175 -0.657 -0.9 0.0 -0.6 0.38
H 2.198 -11.050 0.712 0.0 0.1 -0.5 0.28
H 1.022 -10.059 -0.143 -0.7 0.9 0.3 0.47
H 1.780 -11.231 -1.089 0.6 0.1 0.8 0.32
```
Forces are in eV/Å.

Computed properties:
Total energy in eV: -27622.7546
Lowest unoccupied orbital energy in eV: 0.73
Frontier orbital gap in eV: 8.78

---

(4)
This record from OMol25 describes a cluster of 4 separate species, C14H36N3O3SSi in total. The level of theory is ωB97M-V/def2-TZVPD.

XYZ file:
```
58
Properties=species:S:1:pos:R:3:forces:R:3:mulliken_charge:R:1
C -0.637 -2.273 0.690 0.6 0.4 -0.1 -0.28
S -1.756 -0.823 0.694 -0.5 -0.7 0.8 0.23
C -3.258 -1.115 -0.302 -0.1 -0.1 -0.4 -1.05
Si -0.663 0.751 -0.395 1.3 2.0 -1.7 0.45
C 1.107 0.890 0.297 -1.4 -0.6 0.5 -1.06
C -0.561 0.261 -2.228 0.0 -0.5 0.6 -1.06
C -1.673 2.339 -0.113 -0.3 -1.2 0.6 -0.78
H -1.182 -3.209 0.808 -0.1 0.2 -0.1 0.49
H 0.005 -2.261 -0.197 -0.5 -0.2 -0.1 -0.05
H 0.043 -2.122 1.543 -0.4 0.1 0.0 0.11
H -3.065 -1.669 -1.223 0.2 0.2 0.1 0.34
H -4.037 -1.644 0.252 0.4 0.0 0.3 0.41
H -3.659 -0.123 -0.537 0.2 -0.1 0.0 0.33
H 1.023 1.333 1.297 0.3 -0.1 -0.1 0.34
H 1.519 -0.122 0.389 0.3 0.3 0.0 0.37
H 1.717 1.520 -0.353 -0.2 -0.1 0.0 0.38
H 0.481 -0.023 -2.428 -0.2 0.0 0.0 0.31
H -1.189 -0.609 -2.462 0.1 0.2 -0.1 0.34
H -0.816 1.086 -2.899 -0.1 -0.1 0.2 0.41
H -2.640 2.324 -0.629 0.3 0.1 -0.1 0.36
H -1.915 2.352 0.963 0.2 0.4 -0.2 0.36
H -1.089 3.218 -0.404 0.0 -0.2 0.0 0.01
C 0.300 5.553 -2.568 -0.1 0.4 -0.1 0.12
O 0.770 4.596 -1.981 -0.1 -0.3 0.3 -0.60
N -0.119 6.689 -1.978 0.0 -0.2 -0.3 0.11
C -0.668 7.795 -2.741 0.0 0.0 0.3 -0.92
C -0.014 6.808 -0.534 0.1 -0.2 -0.1 -0.87
H 0.180 5.565 -3.663 0.0 0.0 0.0 0.31
H -0.058 8.686 -2.584 -0.1 0.1 -0.1 0.34
H -1.689 7.996 -2.410 0.0 0.1 -0.1 0.34
H -0.681 7.558 -3.803 0.0 -0.1 0.0 0.29
H 1.028 6.701 -0.232 -0.1 0.0 0.1 0.31
H -0.594 6.015 -0.057 0.0 0.1 0.1 0.21
H -0.389 7.775 -0.211 0.0 0.0 -0.1 0.38
C 2.315 -5.340 -4.156 -0.1 0.1 0.0 0.12
O 2.782 -6.426 -4.403 0.1 -0.2 0.1 -0.55
N 2.215 -4.810 -2.912 -0.1 0.2 -0.1 0.14
C 1.644 -3.503 -2.681 0.2 -0.3 0.2 -0.86
C 2.698 -5.585 -1.782 0.0 -0.1 -0.2 -0.95
H 1.923 -4.678 -4.944 0.0 0.1 0.0 0.25
H 2.391 -2.860 -2.206 -0.1 0.1 0.0 0.34
H 0.775 -3.599 -2.021 -0.1 0.2 0.0 0.24
H 1.330 -3.049 -3.619 0.0 -0.1 0.0 0.29
H 3.759 -5.801 -1.912 0.0 -0.1 0.1 0.31
H 2.159 -6.532 -1.729 0.1 0.0 0.1 0.31
H 2.551 -5.030 -0.857 0.0 0.1 0.0 0.33
C 1.066 -1.457 4.753 -0.1 -0.1 0.4 0.08
O 1.297 -1.322 3.563 -0.1 0.0 -0.4 -0.55
N -0.069 -1.992 5.244 0.4 0.2 0.1 0.15
C -0.322 -2.139 6.667 -0.2 -0.1 -0.2 -0.91
C -1.056 -2.426 4.285 0.1 0.0 -0.2 -0.83
H 1.779 -1.145 5.530 0.0 0.0 0.0 0.26
H -0.471 -3.193 6.905 0.0 0.1 0.1 0.33
H -1.217 -1.577 6.940 0.0 0.0 0.1 0.33
H 0.520 -1.763 7.245 0.0 0.0 -0.1 0.29
H -0.613 -3.183 3.635 -0.1 0.0 0.0 0.28
H -1.347 -1.568 3.673 -0.2 -0.1 -0.1 0.22
H -1.930 -2.839 4.782 0.1 0.0 0.1 0.38
```
Forces are in eV/Å.

Computed properties:
Charge: +1
Total energy in eV: -44422.4724
Lowest unoccupied orbital energy in eV: -2.50
Frontier orbital gap in eV: 8.72